Computed, not measured: a structure of composition C19H16ClIN6O6Ru, with ωB97M-V/def2-TZVPD.

```
50
Properties=species:S:1:pos:R:3:forces:R:3:lowdin_spin:R:1
Cl -7.4827 0.6198 -1.3196 0.0 0.0 0.0 0.09
H -1.3213 0.1227 4.1867 0.0 0.0 0.0 0.00
H 5.0065 -0.7990 -3.2196 0.0 0.0 0.0 0.00
O 4.1649 2.4280 1.6299 0.0 0.0 0.0 0.00
H 1.7765 0.8458 4.3728 0.0 0.0 0.0 0.00
C -2.3030 1.6444 -1.7892 0.0 0.0 0.0 0.03
N 3.5482 -1.2892 -1.8287 0.0 0.0 0.0 0.01
H -1.1639 -1.2731 3.1126 0.0 0.0 0.0 0.00
C -4.7716 0.6121 -1.1800 0.0 0.0 0.0 0.01
H -6.9600 -1.6007 0.2679 0.0 0.0 0.0 0.00
I -4.8587 -3.4234 1.6239 0.0 0.0 0.0 0.07
H 3.3309 -1.3490 1.3917 0.0 0.0 0.0 0.00
H 2.2518 -0.5342 -3.3265 0.0 0.0 0.0 0.00
C -3.5598 -1.1698 0.1047 0.1 0.1 -0.1 0.09
H -0.1341 -1.1335 4.5496 0.0 0.0 0.0 0.00
C 2.1702 1.3418 2.3715 0.1 -0.1 0.0 0.00
H -5.5851 2.2294 -2.3553 0.0 0.0 0.0 0.00
O 0.7761 1.0604 -0.9965 -0.1 0.0 0.0 0.08
C 3.4813 1.9880 2.6617 0.0 0.1 0.0 0.00
O -2.4705 -1.6518 0.4662 -0.1 0.0 0.1 0.29
O 2.8033 1.8579 -0.4976 0.0 0.0 0.0 0.01
N 0.3570 0.2897 1.6086 0.0 0.0 0.1 0.06
C -4.6838 1.7621 -1.9835 0.0 0.0 0.0 0.03
N 1.7464 -1.7536 -0.5483 0.1 0.0 0.0 0.05
O 0.1107 -1.8067 -2.1119 0.1 0.0 0.0 0.07
C 3.0549 -1.4274 -0.5970 0.0 0.0 0.0 0.01
C 1.4561 1.0405 1.2495 -0.1 0.0 0.0 0.01
H 5.6365 -1.2135 -1.6340 0.0 0.0 0.0 0.00
C 2.4565 -1.4533 -2.7744 0.0 0.0 0.0 0.00
C -4.8311 -1.7427 0.4522 0.0 0.1 -0.1 0.20
C 0.3887 0.1468 2.9221 0.0 0.0 0.0 0.01
C 1.7080 1.3597 -0.1915 0.1 0.1 0.0 0.01
O 3.8557 2.0495 3.8067 0.0 0.0 0.0 0.00
C -6.0074 -1.1631 0.0028 0.0 -0.1 0.0 -0.02
Ru -0.5504 -0.6099 -0.2307 0.1 0.0 -0.1 3.51
C -3.5787 0.0466 -0.7304 0.0 -0.1 0.1 0.06
C -5.9971 -0.0297 -0.7904 0.0 0.0 0.0 0.22
H 4.7139 -0.8809 0.4680 0.0 0.0 0.0 0.00
H 4.8369 0.3697 -1.8971 0.0 0.0 0.0 0.00
N 1.4749 0.7724 3.4107 0.0 0.0 0.0 0.01
H -1.3043 2.0125 -1.9925 0.0 0.0 0.0 0.00
H 2.6331 -2.2745 -3.4705 0.0 0.0 0.0 0.00
C -0.6125 -0.5788 3.7439 0.0 0.0 0.0 0.00
H 3.6753 2.2577 0.7642 0.0 0.0 0.0 0.00
C 4.8318 -0.6923 -2.1525 0.0 0.0 0.0 0.00
N 3.7882 -1.2713 0.5003 0.0 0.0 0.0 0.00
N -2.3781 0.5612 -1.0347 0.0 0.0 0.0 0.08
C -3.4475 2.2757 -2.2865 0.0 0.0 0.0 -0.01
H -3.3453 3.1579 -2.9017 0.0 0.0 0.0 0.00
C 1.3128 -1.7313 -1.8276 -0.1 0.0 0.1 0.01
```
Positions in Å, forces in eV/Å.

For the LUMO energy (alpha / beta), the calculation gives -3.6 / -5.7 eV. As for the expectation value of S²: 8.79. The calculation puts the HOMO-LUMO gap (alpha / beta) at 0.2753 / 0.2057 Ha. The energy above the lowest of the compared OMol25 structures with the same formula, charge and spin comes out at 0.00 kJ/mol. Its total charge is +1. The spin multiplicity is 6.


Computed, not measured: a structure of composition C30H43CsN5O7PS in a non-equilibrium geometry, with ωB97M-V/def2-TZVPD.

```
88
Properties=species:S:1:pos:R:3:forces:R:3:mulliken_charge:R:1
S 1.7023 0.2734 -5.2328 1.3 -0.2 0.7 0.63
C -2.8786 -0.0442 -2.7541 -0.3 0.9 -0.1 -1.04
C 2.7114 0.9824 3.9743 -0.1 0.1 -0.1 -0.43
H 2.9864 -1.2910 -3.8907 0.1 0.0 0.2 0.19
C -3.5590 0.2417 1.8134 0.1 0.0 0.1 -0.68
O 4.0536 -0.2712 0.8158 -0.5 0.0 0.9 -0.59
N 0.5911 0.5281 3.0723 -0.1 -0.7 -0.5 0.45
H 6.6296 -1.2314 -0.9063 0.1 0.0 -0.1 0.30
H 2.2859 0.8100 1.8429 0.1 0.1 -0.1 0.05
H -3.0568 2.4799 -2.7597 0.2 0.1 0.1 0.52
H 0.3708 4.9623 -1.6826 0.0 -0.1 0.0 0.32
P 0.1368 -0.8314 2.1925 -0.8 -0.5 2.5 -1.19
H -4.2919 -0.5134 1.5279 -0.1 0.0 0.0 0.34
C -2.3913 -1.0237 3.4279 -0.1 -0.2 0.4 -0.56
C -0.8564 6.6744 -2.0455 0.3 0.2 0.1 -0.62
H -4.9083 -1.6510 -2.8883 0.0 0.0 0.0 0.30
C -2.7823 -4.2698 -2.9060 0.0 -0.1 0.0 -0.38
H -1.8195 -1.0404 4.3547 0.0 0.0 0.0 0.28
C -3.9930 -3.5783 -2.9291 -0.5 -0.1 0.0 -0.65
C -3.9691 -2.2006 -2.8830 -0.1 0.0 0.1 -0.64
N -2.1379 2.0662 -2.4942 -0.8 0.6 -0.2 0.10
C -3.1227 6.1935 -2.6714 -0.2 0.2 -0.1 -0.60
N -1.5363 -0.9521 2.2576 0.7 0.1 -0.2 0.50
O -3.8643 3.9793 -2.8757 -0.4 -0.3 -0.1 -1.01
C -1.1851 2.9613 -2.1327 0.1 -0.3 0.1 0.31
H -4.1121 6.5350 -2.9549 0.0 -0.1 0.0 0.36
H -0.6561 -4.1304 -2.8577 0.1 0.0 0.0 0.36
C 6.2420 -0.7738 -0.0002 -0.6 0.0 -0.1 -1.15
H -1.6032 0.7933 1.0649 -0.1 0.0 -0.1 0.29
H -4.9341 -4.1112 -2.9900 0.0 0.0 0.0 0.35
H 3.5269 1.6973 4.0445 0.1 0.0 0.0 0.50
H 4.0692 0.7907 -5.2255 0.0 -0.2 -0.1 0.35
C 4.7494 -0.3317 -0.2107 0.9 -0.3 -0.1 0.58
H -2.7870 -5.3566 -2.9350 0.0 0.0 0.0 0.34
C -2.9165 4.7804 -2.6113 0.1 0.0 0.0 0.70
H -4.2317 0.0709 3.9021 0.0 0.0 0.0 0.44
C 0.8231 -4.5162 3.2708 0.0 0.1 -0.1 -0.63
C -2.7823 -1.4737 -2.8047 0.3 -0.5 0.0 1.24
H 1.1777 -4.6492 4.2978 0.0 -0.1 0.0 0.31
C -2.1319 7.0998 -2.4112 -0.1 0.1 0.0 -0.32
C 0.4070 0.5506 4.5181 -0.5 0.0 0.4 -0.45
H 6.8411 0.1050 0.2300 0.1 0.1 0.0 0.27
H -2.9917 -1.9453 3.3778 0.1 0.0 0.1 0.39
N -1.9082 0.7364 -2.4719 0.4 -0.4 0.1 -0.10
C -1.5958 -3.5914 -2.8553 0.2 -0.2 0.0 -0.72
H 3.1287 -0.0229 3.9298 0.1 0.0 0.0 0.09
H -0.7881 -3.3020 4.1042 -0.1 -0.1 -0.1 0.17
C 2.2734 -1.3883 -4.7011 -0.5 0.4 0.2 -0.59
H -3.9023 1.2160 1.4720 0.0 0.0 -0.1 0.41
H 1.6280 2.2818 2.6176 0.1 0.0 -0.1 0.34
H -0.0757 7.3958 -1.8375 0.0 0.0 0.0 0.37
N 0.6758 -2.1517 3.1340 -0.6 0.7 -0.7 0.37
H 1.5764 2.1563 5.3895 0.0 0.0 0.0 0.32
H 2.0162 0.5556 6.0096 -0.1 0.0 0.1 0.33
H 0.2116 -0.4635 4.8855 0.0 0.1 0.0 0.35
Cs 0.8046 0.2367 -1.4013 2.1 0.0 -1.4 1.71
H 2.5092 -1.9062 2.0792 0.1 0.0 0.0 0.14
C 2.0561 -2.5500 2.8358 0.7 0.0 0.2 -0.13
C 3.2076 1.1979 -4.7065 -0.7 -0.2 0.0 -0.83
H 2.8914 -4.5580 2.5369 0.0 0.1 -0.1 0.42
H 6.3158 -1.4733 0.8287 0.0 0.0 0.1 0.29
C -0.1567 -3.3478 3.2110 -0.5 -0.3 0.2 -0.60
C -1.5080 -2.1614 -2.8203 -0.3 -0.3 -0.1 -0.22
C -3.3175 0.1860 3.3176 0.0 -0.2 0.0 -0.70
H 1.6768 -4.0565 1.3411 0.0 0.0 -0.1 0.25
O -0.0628 2.6110 -1.7407 -0.6 1.3 -0.2 -0.69
H -2.2711 -0.6628 0.2968 0.0 0.2 -0.1 -0.10
C 1.9614 -4.0080 2.3926 0.0 0.1 0.1 -0.70
H 3.0516 2.2360 -4.9896 -0.1 0.0 0.0 0.33
C 1.7100 1.1066 5.1197 0.0 0.0 -0.1 -0.69
C -1.5880 4.3687 -2.2384 -0.2 0.3 0.0 -0.06
H -2.7926 1.0848 3.6441 0.0 0.1 0.1 0.18
O 1.8155 0.2409 -6.7104 -0.3 0.1 -1.0 -0.75
H 2.6507 -2.4876 3.7581 0.1 0.0 -0.1 0.16
H -3.8739 0.3801 -2.9740 0.1 0.0 0.0 0.17
H 0.3809 -5.4508 2.9242 0.0 0.0 0.0 0.37
O 4.4190 -0.0777 -1.3789 -0.2 0.2 -0.7 -0.63
H 3.3301 1.1159 -3.6337 0.1 0.0 0.3 0.22
C -0.6123 5.3221 -1.9641 0.2 0.0 0.1 -0.61
H -0.4494 1.1902 4.7745 0.1 -0.1 0.1 0.15
C -2.1913 -0.1139 1.2365 -0.1 0.1 -0.6 -0.36
C 1.8354 1.2125 2.7484 0.4 0.3 -0.3 -0.47
O 0.5960 -0.7851 0.8119 0.1 -0.8 1.1 -0.76
H 1.3923 -1.9206 -4.3528 -0.1 -0.1 0.1 0.02
H -2.3391 8.1636 -2.4927 0.0 0.0 0.0 0.32
H 2.7066 -1.8882 -5.5631 0.1 0.2 -0.1 0.41
O -0.3912 -1.5827 -2.8297 -0.2 -0.5 -0.5 -0.42
H -0.8020 -3.4340 2.3309 -0.1 -0.1 0.1 0.40
```
Positions in Å, forces in eV/Å.

For the LUMO energy, the calculation gives 3.7 eV. The calculation puts the HOMO-LUMO gap at 0.2029 Ha. Its total charge is -2.


Computed, not measured: a cluster of 2 separate species, C8H19NO in total in a non-equilibrium geometry, with ωB97M-V/def2-TZVPD.

```
29
Properties=species:S:1:pos:R:3:forces:R:3:nbo_charge:R:1
H -1.8603 -0.6180 0.6621 0.1 0.1 0.1 0.20
H -0.7149 2.0124 1.2241 0.5 -0.4 -0.2 0.21
H 0.5739 -2.2854 -2.5695 -0.8 0.0 -0.2 0.22
H 0.7122 0.0022 -3.8110 0.2 -0.3 0.1 0.24
H 0.7454 -0.6666 -0.1443 0.4 0.6 0.6 0.18
C -2.0659 -0.2602 -0.3425 0.2 -1.7 -0.9 -0.41
H 2.3900 0.4305 3.1702 0.2 0.0 -0.1 0.21
O -1.7916 0.5448 -2.9191 -0.3 0.1 0.1 -0.60
H 0.1207 0.3887 3.7560 -0.5 -0.1 0.0 0.20
H -1.6838 1.7568 2.5877 0.1 -0.8 0.0 0.21
C -0.6246 1.7709 2.2853 -2.1 1.3 -0.1 -0.63
H -0.3865 2.7349 2.7417 0.9 -0.2 0.2 0.21
C 0.1323 -1.4085 -0.6034 -1.1 -0.3 -1.8 -0.22
H 1.9323 -1.9187 -1.7192 0.3 -0.3 0.6 0.21
C -0.8470 0.0339 -2.3562 0.1 -0.1 -0.1 0.69
H -2.1280 0.8146 -0.3826 0.0 0.3 -0.1 0.21
H 1.3738 0.2322 -2.1448 -0.1 -0.2 -0.1 0.21
C 1.7231 0.8902 2.4545 -1.6 0.3 -1.5 -0.61
H -0.0154 -0.3047 2.1264 -0.6 -0.5 -0.1 0.20
C 0.9206 -2.2894 -1.5479 0.9 0.6 -0.7 -0.63
C 0.1965 0.5856 2.6861 2.1 0.8 0.8 -0.41
H 0.4849 1.4883 -3.0083 0.0 0.0 0.2 0.25
H -0.3368 -2.0602 0.0889 0.0 -0.4 1.2 0.20
N -1.0402 -0.8272 -1.2883 0.5 1.5 1.0 -0.45
H -2.9774 -0.7283 -0.6723 -0.8 0.4 0.2 0.22
H 1.8262 1.9687 2.3562 0.4 0.2 0.8 0.21
H 1.8965 0.6014 1.4110 0.6 -0.5 0.3 0.19
H 0.9026 -3.3047 -1.2219 0.4 -0.7 0.2 0.22
C 0.5413 0.4157 -2.8190 0.0 0.4 -0.3 -0.73
```
Positions in Å, forces in eV/Å.

For the LUMO energy, the calculation gives 0.9 eV. As for the SMILES: CCN(C)C(C)=O.CCC. The calculation puts the HOMO-LUMO gap at 0.3719 Ha. The energy above the lowest of the compared OMol25 structures with the same formula, charge and spin comes out at 164.39 kJ/mol. Its total charge is 0.


Number 1: molecular weight 687.800 g mol⁻¹. Number 2: molecular weight 781.648 g mol⁻¹. Number 3: molecular weight 145.246 g mol⁻¹.